# 1
The following is a quantum chemistry calculation of a structure of composition C24H21F3N4O3PdS2 at a distorted geometry, from OMol25.

Computed properties:
highest occupied orbital energy = -7.835 eV
E = -2595.76181 hartree
LUMO energy = -0.72 eV
2S+1 = 1

Element x y z (Å)
C: 0.674 1.693 -2.952
C: 4.312 0.235 1.465
H: -0.050 2.925 -5.745
O: -1.128 0.676 2.693
S: -1.767 0.711 -1.054
N: 0.070 2.583 -3.686
N: -0.041 -0.710 1.142
C: -0.693 -0.393 2.330
H: 0.595 -3.132 -2.125
H: 3.693 -0.283 3.463
H: -1.290 -4.444 -3.142
C: -0.430 2.218 -5.008
H: -1.634 -3.381 5.883
C: -0.404 -2.723 -2.210
H: 1.601 1.025 3.357
H: -1.521 2.239 -5.014
C: -1.446 -3.445 -2.761
C: -0.460 -4.139 4.257
H: -1.425 3.908 -3.078
C: -0.731 -1.643 3.163
C: 2.277 0.997 2.511
H: 0.309 4.813 2.260
H: -0.368 -5.120 4.705
H: -3.543 -3.368 -3.214
H: 2.579 2.305 -0.593
C: 3.446 0.269 2.564
C: -1.324 -1.874 4.387
H: 5.224 -0.346 1.519
C: 0.482 -2.003 1.235
C: -0.022 -2.617 2.504
S: 0.497 2.738 1.186
C: -2.869 -1.565 -2.300
Pd: 0.576 0.224 -0.450
C: -2.695 -2.842 -2.799
H: 0.704 -4.641 2.499
O: 1.253 -2.521 0.455
H: 0.053 3.944 -2.095
H: 0.052 4.680 -3.724
C: -4.227 -0.926 -2.334
F: -4.221 0.242 -3.002
N: -0.562 -1.491 -1.734
C: 0.139 -3.883 3.027
C: 1.019 3.994 2.359
C: -1.762 -0.892 -1.755
H: 2.028 4.320 2.107
C: -1.181 -3.149 4.927
H: 4.682 0.936 -0.527
C: 1.966 1.694 1.339
H: -0.092 1.218 -5.264
O: 0.663 3.440 -0.139
N: 1.239 0.903 -2.311
C: 2.824 1.682 0.254
H: -1.878 -1.095 4.895
C: 4.009 0.943 0.321
H: 0.973 3.592 3.373
F: -4.706 -0.676 -1.107
C: -0.335 3.869 -3.106
F: -5.130 -1.714 -2.951



# 2
The following is a quantum chemistry calculation of a structure of composition C24H21N2OS6V at a distorted geometry, from OMol25.

Computed properties:
highest occupied orbital energy (spin up / spin down) = -7.051 / -7.063 eV
E = -4445.08351 hartree
expectation value of S² = 2.032
LUMO energy (spin up / spin down) = -0.70 / -0.72 eV
2S+1 = 3

Element x y z (Å)
H: -0.792 -3.845 1.028
H: -0.784 1.295 1.635
C: 2.874 3.027 0.948
C: -1.973 2.978 1.214
C: -0.474 -5.368 -1.283
C: 0.413 4.349 0.696
S: 1.759 0.591 4.210
C: 0.465 2.992 1.079
S: 3.870 -0.405 1.881
H: -2.962 4.850 0.720
C: -1.746 -4.779 -0.682
C: -3.887 -1.759 -3.922
H: -2.435 -4.474 -1.481
C: -2.702 -0.515 -2.239
H: -1.300 -2.410 -1.481
S: 6.061 0.359 3.848
C: -0.221 -0.258 -2.357
C: 3.507 0.633 4.387
C: 5.879 1.002 5.435
N: 0.161 -0.529 -1.016
H: -2.429 -3.282 0.728
C: 2.828 4.397 0.575
C: -0.773 2.337 1.333
C: -1.490 -1.566 -4.049
H: -2.895 2.450 1.430
C: -0.845 5.000 0.566
C: -3.896 -0.984 -2.765
H: -2.281 -5.534 -0.103
C: -2.686 -2.053 -4.561
H: -2.697 0.082 -1.331
C: -1.507 -0.804 -2.887
S: 4.226 1.221 5.861
H: -2.681 -2.650 -5.466
H: 1.594 6.080 0.161
H: -0.548 -1.764 -4.548
C: 1.633 5.035 0.451
H: 3.839 2.548 1.032
H: 0.220 -5.682 -0.500
H: 0.907 0.086 -0.728
C: -0.195 -1.504 -0.109
C: 1.731 2.303 1.210
S: 7.137 1.373 6.426
H: -4.820 -2.131 -4.328
C: -1.506 -3.598 0.247
C: 4.371 0.235 3.440
H: -4.831 -0.741 -2.275
V: 1.762 0.435 1.950
H: 0.054 -4.651 -1.916
S: 0.365 -1.427 1.511
H: -0.698 -6.238 -1.900
H: -0.859 6.043 0.265
O: 0.484 0.457 -3.010
H: 3.751 4.931 0.384
N: -0.964 -2.474 -0.531
C: -2.010 4.338 0.818



# 3
The following is a quantum chemistry calculation of a structure of composition C24H21N6OPtSe, from OMol25.

Computed properties:
highest occupied orbital energy = -10.735 eV
net charge = +1
E = -3851.51726 hartree
LUMO energy = -4.06 eV
2S+1 = 1

Element x y z (Å)
C: 3.615 -0.288 -2.835
H: -0.348 -6.081 2.145
H: 2.846 -3.712 0.566
C: -2.313 1.341 2.474
C: -3.244 0.117 -2.936
N: -5.420 -0.615 -4.771
H: -5.095 0.332 -4.814
H: 1.924 -0.684 2.584
H: -0.401 4.398 1.077
O: -5.107 -2.761 -4.141
N: 2.046 -0.839 0.478
H: 3.335 -1.536 1.941
H: 1.638 -5.854 0.687
C: -1.904 3.699 2.481
H: -1.113 -2.689 -1.499
N: 1.522 -0.415 -2.003
H: -3.328 2.760 3.767
Se: -2.279 -1.119 1.995
C: -2.150 0.348 -2.123
H: 0.124 2.177 0.157
C: 1.978 -3.806 1.210
C: -0.921 3.523 1.444
C: -0.239 -4.061 2.856
C: -1.740 -1.918 -1.925
N: -1.409 -0.645 -1.628
C: 1.552 -2.714 1.962
C: -2.824 -2.219 -2.720
C: -3.592 -1.188 -3.246
C: -0.627 2.309 0.925
C: 0.179 -5.138 2.089
H: -6.198 -0.881 -5.353
C: -2.585 2.651 2.989
N: -1.172 -0.089 1.028
H: -2.091 4.697 2.853
N: -2.921 0.245 2.886
C: 0.450 -2.856 2.789
Pt: 0.274 -0.497 -0.482
C: -1.326 1.168 1.434
H: -1.089 -4.166 3.519
H: 4.067 -1.011 0.076
H: 0.466 0.116 -3.760
H: 2.934 0.288 -4.864
C: 2.856 -0.545 -1.693
C: 1.296 -5.010 1.271
H: -3.087 -3.243 -2.941
C: 2.705 0.031 -3.844
H: 0.156 -2.021 3.413
C: 3.079 -0.795 -0.320
H: 4.690 -0.298 -2.907
C: -4.778 -1.597 -4.101
H: -1.854 1.351 -1.844
H: -3.805 0.969 -3.292
C: 2.260 -1.390 1.822
C: 1.423 -0.043 -3.288



# 4
The following is a quantum chemistry calculation of a structure of composition C24H21N9O5S3Zr at a distorted geometry, from OMol25.

Computed properties:
highest occupied orbital energy = -11.944 eV
net charge = +2
E = -3037.43793 hartree
LUMO energy = -7.40 eV
2S+1 = 1

Element x y z (Å)
N: -2.974 -3.128 -4.049
C: 2.743 3.640 0.318
C: 0.168 2.824 -0.132
H: -1.052 -3.173 -0.528
C: 1.279 -2.690 1.210
H: 3.766 3.911 0.532
N: 1.135 1.889 0.063
H: 2.016 5.650 0.067
H: 3.933 0.316 -3.301
H: -4.771 0.984 -0.116
H: -0.159 0.790 4.931
C: 4.460 -0.367 -2.638
C: -0.627 5.115 -0.369
S: 3.238 -1.384 -1.845
N: -2.050 -2.140 -4.162
H: -1.838 -1.746 -5.067
C: 0.893 -1.773 2.318
C: -2.673 0.567 -0.091
H: 4.696 -1.518 0.029
H: -4.534 -4.029 -1.442
C: -2.270 3.254 -0.351
H: -2.782 -0.500 0.009
H: 3.119 1.523 0.453
N: -2.839 5.636 -0.621
H: -4.405 3.451 -0.403
C: 1.781 4.593 0.069
C: 0.126 0.073 4.170
Zr: 0.475 -0.280 -0.269
N: -1.834 -2.560 -0.743
C: -1.209 2.353 -0.238
C: -3.826 -4.469 -2.146
H: -4.391 -4.988 -2.916
O: 1.950 -3.671 1.308
H: 5.092 -1.029 -3.231
C: 0.729 -1.479 6.115
H: -3.205 -5.194 -1.617
S: -0.221 -0.685 -2.796
C: 0.626 -1.153 4.601
N: -1.420 1.020 -0.132
N: -0.510 6.430 -0.470
C: -3.778 1.405 -0.175
C: -3.577 2.758 -0.325
O: 2.431 -0.321 -1.015
H: 5.049 0.168 -1.895
H: 4.987 -2.783 -1.208
H: 3.589 -2.940 -0.108
H: -2.658 -2.891 -0.250
C: -1.491 -1.810 -3.006
C: 2.384 2.298 0.293
S: -2.001 7.008 -0.637
C: 0.463 4.186 -0.162
C: 4.228 -2.239 -0.641
O: 0.506 -0.496 6.834
O: 0.985 -2.671 6.329
O: 0.802 -2.237 0.021
C: -2.990 -3.433 -2.792
C: 0.022 0.330 2.825
N: -2.097 -2.618 -2.111
C: -1.958 4.661 -0.455
C: 1.025 -2.091 3.639
H: -0.360 1.272 2.450
N: 0.395 -0.574 1.891
H: 1.407 -3.046 3.979



# 5
The following is a quantum chemistry calculation of an isolated molecule of C24H21NO2S at a distorted geometry, from OMol25.

Computed properties:
highest occupied orbital energy = -8.266 eV
SMILES string = Cc1cccc(N2C(=O)/C(=C/c3ccccc3O)S[C@]2(C)c2ccccc2)c1
E = -1530.57131 hartree
LUMO energy = -0.12 eV
2S+1 = 1

Element x y z (Å)
H: 2.820 -0.385 2.471
S: -0.839 -1.274 -0.477
H: -2.534 4.112 -2.967
H: -4.037 2.718 -1.729
C: 1.236 -2.861 -1.181
H: 0.904 -5.482 -0.455
C: 1.681 -0.625 -0.024
C: 0.796 4.549 3.195
C: -1.081 1.410 -0.572
H: -0.590 -7.204 -1.451
C: -2.983 2.541 -1.592
H: -1.878 -6.651 -3.432
H: -2.012 -4.282 -4.282
H: 2.301 -3.178 -1.177
H: -1.326 1.118 2.182
C: -2.135 3.374 -2.306
C: 0.854 -1.631 -0.629
C: -1.327 0.151 1.648
C: -0.585 -3.548 -2.840
C: -1.361 -4.539 -3.434
C: -0.528 -6.181 -1.851
C: 2.860 1.392 3.664
H: -0.873 -0.602 2.294
C: 0.264 -5.205 -1.289
O: 2.900 -0.679 -0.166
H: -0.316 -1.649 -2.732
N: 0.941 0.377 0.645
H: 0.853 2.252 -1.178
C: 2.425 0.609 2.612
C: -0.744 3.217 -2.171
H: 0.286 2.897 1.188
C: 0.282 -3.868 -1.772
H: -0.038 3.818 -2.713
H: 1.396 5.127 3.932
C: 2.332 2.651 3.880
H: -0.229 4.502 3.581
C: -0.233 2.268 -1.309
C: 1.427 3.201 2.954
C: -2.472 1.589 -0.704
C: -0.532 0.324 0.342
C: -1.292 -5.862 -2.936
O: -0.619 -2.287 -3.390
H: 3.616 0.993 4.315
C: 1.494 1.117 1.700
H: -2.384 -0.119 1.466
H: 0.776 5.108 2.259
H: 2.643 3.273 4.701
H: -3.158 0.975 -0.134
C: 1.019 2.448 1.866



# 6
The following is a quantum chemistry calculation of an isolated molecule of C24H21NO4 at a distorted geometry, from OMol25.

Computed properties:
highest occupied orbital energy = -8.585 eV
SMILES string = CCC(=O)Oc1ccc2c(=O)c(-c3ccc4ccccc4n3)c(CC)oc2c1C
E = -1282.91578 hartree
LUMO energy = 0.12 eV
2S+1 = 1

Element x y z (Å)
C: 2.766 -0.172 4.807
C: 3.684 1.731 3.583
H: -2.082 -2.643 -1.911
H: 5.017 1.497 6.691
O: 0.627 2.841 -0.155
H: -4.261 -0.770 -2.187
H: 1.928 -3.970 0.690
C: 2.811 0.610 3.633
H: 0.413 -3.490 -0.074
C: 0.483 1.647 -0.359
C: -1.429 -0.731 -2.603
C: -1.928 1.563 -3.235
C: 4.477 2.036 4.706
H: -0.943 3.092 -2.095
C: -4.226 -0.465 -4.293
H: 3.511 -0.446 6.779
C: -0.584 -0.224 -1.603
H: 4.366 3.327 2.301
C: 4.409 1.261 5.830
C: 1.487 -1.877 0.893
H: 0.947 -1.984 1.836
H: 1.952 -3.089 -0.838
H: 2.097 -1.018 4.828
H: -2.148 -2.437 -3.671
O: -2.893 -0.266 -4.441
H: 2.892 2.661 0.422
H: -2.455 2.237 -3.894
C: 3.705 2.475 2.385
C: -1.094 2.035 -2.252
C: 2.895 2.110 1.347
H: 2.515 -1.624 1.154
C: 0.882 -0.724 0.147
C: 3.549 0.152 5.880
C: -4.798 -0.167 -2.924
H: -6.478 -1.506 -3.098
H: -6.686 -0.233 -1.887
C: 1.143 0.587 0.410
H: -4.603 0.883 -2.692
C: -1.579 -2.210 -2.775
H: -6.816 0.141 -3.611
C: 2.049 0.986 1.502
H: 5.137 2.891 4.660
C: 1.439 -3.188 0.116
H: -0.598 -2.675 -2.850
C: -0.412 1.146 -1.418
C: -6.291 -0.460 -2.873
O: 0.052 -1.131 -0.828
O: -4.855 -0.861 -5.229
C: -2.096 0.186 -3.405
N: 2.024 0.266 2.599